Entry from OMol25: a 5-piece molecular cluster, C38H49BF35N3O6P overall at a distorted geometry (ωB97M-V/def2-TZVPD).

Structure (XYZ):
```
133
Properties=species:S:1:pos:R:3:forces:R:3
C -2.3833 7.7764 3.0078 -2.0209 -3.7428 -1.1098
C -3.3036 6.6474 2.6227 2.7814 3.9691 0.7247
C -2.8368 5.1134 2.8930 -1.8723 1.3515 0.9728
C -2.7130 4.1271 1.6012 1.7087 -0.2551 1.5727
P -1.2416 2.9965 2.2193 1.0601 -0.8489 0.1905
C 0.3900 4.0533 2.3534 0.6127 0.6384 1.1706
C 1.5309 3.0698 3.0809 -1.1844 0.4546 -0.0980
C -1.5275 2.4743 4.0657 -0.1837 0.4599 1.6888
C -1.3233 0.8625 4.3258 1.0154 0.4865 0.6899
C -2.0950 4.6086 0.1809 -0.4407 -2.3748 -1.6592
B -2.7899 5.6805 -0.8225 -1.1882 2.2669 -1.8962
N -2.8693 5.2533 -2.3110 1.2741 1.7519 1.5624
O -3.2969 7.0322 -0.5399 2.8423 -1.8177 0.3168
C -2.3950 3.1776 -0.6373 -1.6128 0.5310 2.9236
N -3.4413 2.4870 -0.0120 5.5092 5.0699 -4.7753
O -3.6648 1.3203 -0.6423 -1.5954 -1.6726 -1.1237
C -4.0063 3.1201 1.2322 0.2643 -0.2965 1.8782
C -4.2429 1.8121 2.2007 -0.1646 -0.1138 1.5959
C -5.5858 0.9341 1.9067 0.4667 -1.0110 -0.7661
C -5.2267 -0.6860 2.1205 -1.0564 0.0078 -1.0605
N -4.6409 -1.3065 0.8375 0.3657 1.0538 1.1842
C -5.3144 4.0785 1.2154 -1.1784 0.4022 -0.0576
C -6.5338 3.7009 0.2079 -1.4248 -0.3759 -0.6347
C -6.1734 3.5948 -1.3801 0.2847 4.5990 -2.7765
F -5.9884 2.3676 -2.1845 -0.4278 3.4366 2.6538
C -6.0856 4.9036 -2.1407 0.1572 -3.2312 1.1190
F -5.7247 4.9317 -3.5800 -1.4037 0.5958 5.1932
F -6.3126 6.1918 -1.4250 0.9731 -4.3439 -2.9989
H -1.4379 7.4814 3.6466 -1.9037 0.7933 -1.5580
H -2.5152 8.8931 2.6627 -0.0522 -2.5192 1.0226
H -4.3218 6.9870 2.1001 2.4676 -1.1983 1.0935
H -3.6512 4.6268 3.6171 1.6935 0.9074 -1.5825
H -1.8501 5.1836 3.5616 -2.1005 -0.2246 -1.8361
H 0.2693 4.9682 3.0959 0.1535 -1.5523 -1.8400
H 0.7915 4.4028 1.3090 -0.9550 -0.6384 2.0439
H 1.0847 1.9891 3.0227 1.3929 1.8062 0.0895
H 2.5351 3.2038 2.4937 -1.9246 -0.5198 1.4297
H 1.6071 3.3854 4.2256 0.1010 -0.7727 -2.6290
H -2.5859 2.8332 4.4792 2.2955 -0.8284 -1.0537
H -0.7307 3.0181 4.7691 -1.7553 -0.9919 -1.6291
H -1.9579 0.5604 5.2701 1.1300 0.3886 -2.1215
H -1.5087 0.1905 3.3834 0.1569 1.3362 1.9208
H -0.1834 0.7320 4.6555 -2.5120 0.0579 -0.8663
H -0.9439 4.8524 0.0609 -2.1413 -0.7521 0.8617
H -3.2998 6.0209 -2.8870 0.4518 -0.9806 0.8283
H -1.8552 5.2500 -2.6178 -1.3994 -0.4551 0.1787
H -2.5405 7.5843 -0.1388 -1.9101 -1.2172 -0.3783
H -1.8270 2.7845 -1.6102 -1.5969 0.6642 2.4253
H -3.6500 1.4585 -1.6549 -0.2711 0.0944 2.1151
H -4.3215 2.1994 3.3225 0.2639 -0.7330 -2.4106
H -3.3385 1.0326 2.1799 -1.7133 2.0743 -0.2363
H -5.8495 1.0208 0.7504 0.3062 -0.1623 2.5551
H -6.5126 1.2020 2.5689 1.8620 -0.2021 -1.2857
H -6.2643 -1.2555 2.2762 2.3761 1.2941 0.0620
H -4.4743 -0.8687 2.9974 -1.6189 0.3534 -1.5648
H -3.5985 -1.2417 0.8420 -1.3518 0.1896 -0.2310
H -5.0354 -0.8495 -0.0144 0.6459 -0.4596 1.1604
H -5.7715 4.0407 2.3193 1.0914 -0.0832 -2.3943
H -5.0921 5.2384 1.0396 -0.0025 -2.7267 0.1422
H -7.1586 2.7383 0.4998 1.6229 1.9493 -0.5261
H -7.3234 4.5940 0.2997 1.8408 -1.9451 -0.4187
C -0.3131 -0.3036 -6.3058 0.0845 -0.6203 -0.9880
C -1.3296 -0.0535 -5.1817 0.2281 -1.2029 0.0214
C -1.3786 1.3812 -4.6713 -0.0297 0.6111 -0.0092
F -0.2038 1.7748 -4.1298 -0.6293 0.0075 0.1247
F -2.3100 1.5081 -3.6878 -0.3769 -0.1533 0.3175
F -1.1021 -0.9318 -4.1691 -0.0645 0.5320 -0.0619
F -2.5668 -0.3733 -5.6773 0.2720 0.6240 0.0767
O 0.9392 -0.8640 -5.9039 0.4809 1.5618 1.0959
C 1.9171 0.0765 -5.4648 -0.8094 -0.4272 -1.9106
C 2.3195 -0.1289 -3.9990 0.1151 -0.3486 0.6044
F 1.2564 0.0083 -3.1662 0.2387 -0.1365 -0.3302
F 3.2386 0.7954 -3.6090 -0.0893 -0.0411 -0.4175
F 1.4788 1.3325 -5.7199 0.7638 -0.2646 0.2261
F 2.9977 -0.1124 -6.2695 -0.2424 -0.0108 0.8389
H -0.7539 -1.0688 -6.9577 0.0390 0.0462 0.3870
H -0.1841 0.5677 -6.9591 -0.0406 -0.0421 0.3846
H -1.6463 2.0788 -5.4696 -0.0023 -0.1408 -0.0674
H 2.7449 -1.1239 -3.8440 -0.1897 0.2094 -0.3601
C 5.7072 -1.5576 -2.7900 -0.0198 0.4946 -1.0214
C 4.7849 -2.4108 -1.9065 0.6229 -0.8837 -0.7060
C 4.8822 -2.1217 -0.4138 -0.3477 -0.2262 1.1554
F 6.1158 -2.3737 0.0794 -0.5795 0.0021 -0.0698
F 4.0261 -2.9155 0.2846 -0.0582 0.0949 -0.4121
F 5.0030 -3.7264 -2.1714 -0.0818 0.4970 0.3391
F 3.4980 -2.1617 -2.3069 0.0959 0.1704 0.5474
O 6.9329 -2.1732 -3.1931 0.5889 -0.1112 1.7770
C 8.0080 -2.0614 -2.2630 -0.8986 1.4425 -1.1986
C 8.4819 -3.4231 -1.7396 0.1470 -0.9178 0.3213
F 7.4862 -4.0835 -1.0953 0.2863 0.3048 -0.4115
F 9.4942 -3.2780 -0.8422 -0.2105 0.3954 -0.2939
F 7.6569 -1.2087 -1.2709 0.7723 -0.3529 -0.2532
F 9.0187 -1.4513 -2.9392 -0.2194 -0.7023 0.4192
H 5.1674 -1.3905 -3.7310 0.1355 -0.2822 0.1739
H 5.8652 -0.5506 -2.3855 -0.0275 -0.3556 0.1622
H 4.6228 -1.0830 -0.1917 0.0167 0.0574 -0.1898
H 8.8349 -4.0571 -2.5572 -0.0408 0.2281 -0.0963
C 10.2272 -4.4960 2.5766 -0.0062 -0.6198 -0.9741
C 9.2107 -4.2458 3.7007 0.2902 -1.0477 0.1654
C 9.1617 -2.8111 4.2111 -0.4099 0.7602 0.6480
F 10.3365 -2.4176 4.7527 -0.5509 -0.0665 -0.0331
F 8.2303 -2.6843 5.1946 -0.0564 -0.2751 -0.2184
F 9.4382 -5.1242 4.7133 -0.0462 0.4822 -0.1457
F 7.9736 -4.5656 3.2051 0.2174 0.5463 -0.0210
O 11.4795 -5.0564 2.9785 0.5450 1.5196 1.0566
C 12.4574 -4.1159 3.4176 -0.9081 -0.3733 -1.8599
C 12.8599 -4.3212 4.8834 0.1589 -0.0690 0.9791
F 11.7967 -4.1841 5.7162 0.3230 -0.2009 -0.4555
F 13.7789 -3.3969 5.2734 -0.2087 -0.1473 -0.5378
F 12.0192 -2.8599 3.1625 0.8203 -0.3567 0.2265
F 13.5380 -4.3048 2.6129 -0.1929 -0.0246 0.7528
H 9.7865 -5.2611 1.9247 0.0485 0.0460 0.3690
H 10.3562 -3.6247 1.9234 -0.0431 -0.0457 0.3882
H 8.8940 -2.1135 3.4128 0.0346 -0.1408 -0.1373
H 13.2852 -5.3162 5.0384 -0.0370 0.0214 -0.2486
C -6.2776 -3.9586 -1.6969 0.2943 0.9382 -0.5511
C -6.9831 -4.2787 -0.3706 -0.7973 0.3776 -0.5326
C -6.4025 -5.4621 0.3934 0.0515 -0.7191 0.9248
F -6.4948 -6.6182 -0.3019 -0.0539 0.3609 0.4199
F -7.0831 -5.6633 1.5540 -0.0219 0.3699 -0.1805
F -8.3135 -4.4415 -0.5993 0.4137 -0.1721 0.1519
F -6.8780 -3.1654 0.4219 0.2415 -0.4636 -0.0146
O -6.9023 -4.4691 -2.8772 0.2694 -1.7766 0.4655
C -6.5598 -5.8106 -3.2188 1.1058 1.6831 0.0828
C -7.7686 -6.7545 -3.1945 -0.7839 -0.6811 0.1574
F -8.3357 -6.8067 -1.9622 0.2261 0.2558 -0.5166
F -7.4030 -8.0273 -3.5066 0.2925 0.5643 -0.0439
F -5.5465 -6.2317 -2.4248 -0.3901 -0.2809 -0.7968
F -6.0477 -5.7512 -4.4778 -0.5734 -0.3116 0.3826
H -6.3239 -2.8687 -1.8175 -0.2572 -0.2715 0.0840
H -5.2046 -4.1830 -1.6685 -0.3272 -0.1985 0.1555
H -5.3537 -5.2930 0.6522 0.0025 0.1671 -0.1248
H -8.5335 -6.4319 -3.9057 0.1944 0.1534 -0.0401
```
Forces are in eV/Å.

Results
largest force on an atom: 8.9 eV/Å
total energy: -162012.766 eV
charge: +1
spin multiplicity: 1
gap between HOMO and LUMO: 7.233 eV
lowest unoccupied orbital energy: -3.888 eV

Löwdin atomic charge list, values in e, 6 entries: atom 1 (C): -0.01, atom 2 (C): -0.15, atom 3 (C): -0.20, atom 4 (C): -0.40, atom 5 (P): 1.00, atom 6 (C): -0.40